122
Properties=species:S:1:pos:R:3:forces:R:3 method="wB97M-V/def2-TZVPD" charge=-2 e_above_lowest_kcal_mol=14.8 homo_energy_ev=-2.00 e_lumo_ev=2.75 total_energy_ev=-189955.0748 molar_mass_g_mol=1146.2
Rb 0.347 -0.504 -0.831 -0.52 1.63 -0.11
C -1.398 0.401 -3.787 0.04 -0.03 -0.14
P -1.065 2.220 -3.898 -0.02 -0.03 0.03
C -2.331 2.798 -5.101 -0.04 -0.02 -0.03
C -2.878 2.008 -6.113 -0.01 0.00 0.00
C -3.831 2.518 -6.983 0.02 0.04 0.03
C -4.259 3.835 -6.857 0.01 -0.02 0.00
C -3.732 4.632 -5.852 0.06 -0.03 0.05
C -2.782 4.112 -4.980 -0.01 0.01 -0.06
C 0.475 2.295 -4.913 -0.01 0.02 -0.08
C 1.674 2.146 -4.214 0.07 -0.02 -0.01
C 2.901 2.199 -4.861 -0.04 -0.06 0.06
C 2.954 2.413 -6.232 -0.01 0.02 -0.02
C 1.772 2.577 -6.942 -0.03 0.00 0.06
C 0.546 2.521 -6.289 0.04 -0.01 0.02
C -2.527 0.139 -2.835 0.09 -0.08 0.03
C -3.816 -0.327 -3.064 -0.13 0.07 -0.01
C -4.421 -0.421 -1.782 -0.02 -0.05 -0.04
C -3.448 -0.020 -0.871 0.05 0.07 -0.08
C -3.456 0.008 0.636 0.03 0.04 -0.05
P -2.035 1.059 1.190 0.01 0.16 0.06
C -2.090 0.906 3.018 -0.06 -0.09 0.06
C -2.909 0.019 3.716 -0.01 0.06 0.03
C -2.792 -0.130 5.095 0.02 0.03 -0.05
C -1.853 0.605 5.803 -0.01 0.00 -0.05
C -1.028 1.492 5.121 0.00 0.02 -0.06
C -1.143 1.632 3.745 -0.01 -0.03 0.10
C -2.819 2.722 0.968 -0.08 0.06 0.00
C -3.486 3.435 1.965 0.05 0.05 -0.05
C -4.020 4.695 1.709 0.03 -0.07 -0.01
C -3.908 5.260 0.447 0.00 0.00 0.00
C -3.260 4.554 -0.561 0.04 -0.06 0.02
C -2.717 3.302 -0.302 -0.08 0.08 0.05
N -2.307 0.331 -1.512 0.00 0.01 -0.04
H -0.461 -0.058 -3.447 -0.09 0.09 -0.09
H -1.591 -0.034 -4.768 0.02 0.04 -0.05
H -2.559 0.978 -6.221 -0.03 0.05 0.00
H -4.245 1.885 -7.759 0.01 0.01 0.02
H -5.008 4.233 -7.532 0.02 -0.02 0.02
H -4.069 5.655 -5.734 0.00 -0.01 0.00
H -2.383 4.730 -4.182 -0.02 -0.01 -0.03
H 1.650 1.970 -3.142 -0.02 -0.03 -0.02
H 3.813 2.063 -4.290 -0.04 0.00 -0.03
H 3.910 2.453 -6.743 -0.04 0.00 0.02
H 1.800 2.747 -8.012 0.01 0.00 0.02
H -0.364 2.659 -6.861 -0.02 -0.02 0.01
H -4.261 -0.579 -4.020 0.03 0.04 0.07
H -5.424 -0.760 -1.556 0.04 0.01 0.00
H -3.294 -0.993 1.048 0.03 0.03 0.00
H -4.394 0.397 1.045 -0.03 -0.04 -0.02
H -3.642 -0.572 3.179 0.04 0.03 0.03
H -3.430 -0.837 5.613 0.01 0.00 0.00
H -1.749 0.476 6.875 -0.01 0.00 -0.02
H -0.275 2.059 5.658 -0.03 -0.03 -0.03
H -0.469 2.300 3.217 0.00 -0.01 -0.01
H -3.579 3.007 2.957 0.00 0.01 -0.02
H -4.527 5.235 2.503 0.01 -0.01 -0.01
H -4.323 6.243 0.247 0.02 -0.05 0.01
H -3.175 4.980 -1.556 -0.01 -0.02 0.04
H -2.231 2.742 -1.093 0.02 -0.02 -0.01
C 1.080 -2.761 7.549 -0.02 -0.01 0.03
C 2.130 -2.897 6.434 -0.02 0.00 -0.02
C 3.293 -1.961 6.765 0.04 0.04 -0.02
C 2.666 -4.337 6.430 0.00 -0.04 0.00
C 1.495 -2.565 5.084 0.01 0.02 -0.01
C 1.917 -1.518 4.272 -0.05 -0.04 0.02
C 1.252 -1.252 3.093 0.01 0.02 0.01
Br 1.897 0.227 2.055 0.00 -0.05 0.21
C 0.108 -1.954 2.605 -0.08 0.31 0.05
O -0.518 -1.557 1.558 0.28 -0.36 0.04
C -0.266 -3.075 3.423 0.00 -0.05 0.08
C 0.417 -3.312 4.610 -0.06 -0.02 -0.03
C -1.442 -4.019 3.102 -0.03 0.00 -0.01
C -2.057 -3.840 1.709 0.02 -0.01 -0.05
C -0.970 -5.484 3.186 -0.02 -0.01 0.02
C -2.560 -3.795 4.135 -0.02 0.03 -0.01
H 1.519 -2.990 8.528 -0.02 0.01 -0.07
H 0.240 -3.440 7.384 0.04 0.04 0.00
H 0.683 -1.743 7.573 0.02 -0.04 0.00
H 3.713 -2.223 7.741 -0.01 0.00 -0.03
H 2.966 -0.918 6.807 0.01 -0.05 0.00
H 4.091 -2.036 6.021 -0.05 0.00 0.04
H 3.119 -4.586 7.398 -0.03 0.02 -0.06
H 3.421 -4.461 5.650 -0.03 0.01 0.03
H 1.865 -5.055 6.235 0.05 0.04 0.01
H 2.756 -0.890 4.546 -0.02 -0.01 -0.02
H 0.075 -4.142 5.223 0.01 0.04 -0.02
H -1.335 -4.054 0.917 -0.09 0.01 0.09
H -2.426 -2.829 1.553 0.01 -0.11 0.02
H -2.890 -4.544 1.607 0.01 -0.02 0.01
H -0.138 -5.653 2.500 -0.03 0.01 0.02
H -1.791 -6.152 2.901 0.04 0.04 0.02
H -0.646 -5.768 4.192 -0.01 0.03 -0.06
H -2.934 -2.769 4.068 0.03 -0.09 -0.01
H -2.204 -3.955 5.156 0.00 0.00 -0.02
H -3.395 -4.481 3.948 0.05 0.03 0.00
O 0.206 -3.137 -0.706 -0.05 -0.44 0.01
H 1.106 -2.823 -0.896 0.13 -0.35 0.11
H -0.095 -2.618 0.068 0.02 -0.60 0.32
Cl 0.883 3.050 0.015 0.07 0.02 -0.01
C 0.696 4.286 -1.228 -0.13 0.00 0.05
Cl 0.718 5.933 -0.553 0.00 -0.01 0.00
H -0.259 4.127 -1.714 -0.03 0.00 0.00
H 1.513 4.206 -1.931 0.07 0.00 -0.05
O 1.922 -1.007 -3.159 0.20 -0.02 -0.05
C 2.830 -1.298 -2.361 0.21 -0.17 0.10
O 2.748 -1.758 -1.198 0.16 -0.09 -0.20
C 4.265 -1.050 -2.839 -0.15 0.05 -0.11
C 5.251 -0.676 -1.939 -0.04 -0.07 0.10
C 6.528 -0.431 -2.411 0.04 0.29 -0.07
C 6.883 -0.570 -3.737 -0.08 0.00 0.01
C 5.874 -0.951 -4.598 0.09 0.05 -0.10
C 4.575 -1.177 -4.185 -0.15 0.10 -0.01
N 6.208 -1.107 -6.023 0.09 -0.24 -0.10
O 7.352 -0.861 -6.368 -0.12 0.05 -0.01
O 5.336 -1.501 -6.770 0.09 0.11 0.02
N 7.574 -0.012 -1.462 0.12 -0.99 0.34
O 7.237 0.227 -0.323 -0.01 0.36 -0.06
O 8.731 -0.059 -1.842 0.01 0.37 -0.12
H 5.018 -0.594 -0.885 -0.02 0.00 -0.05
H 7.888 -0.391 -4.077 0.02 0.01 -0.02
H 3.796 -1.426 -4.894 0.02 0.01 0.04

119
Properties=species:S:1:pos:R:3:forces:R:3 method="wB97M-V/def2-TZVPD" charge=+1 e_above_lowest_kcal_mol=53.4 homo_energy_ev="-7.63 / -10.75" multiplicity=3 e_lumo_ev="-2.30 / -2.30" total_energy_ev=-125294.1859 molar_mass_g_mol=962.1
Ti -2.435 -0.497 -2.250 0.73 0.56 -0.26
C 0.943 -1.238 -5.076 0.60 -0.50 -1.03
C -0.147 -1.296 -4.071 0.90 -0.60 -0.45
N -0.814 -0.278 -3.684 0.25 1.76 0.00
C -0.306 1.095 -4.046 -0.01 -1.31 1.18
C -1.363 2.082 -3.670 -0.56 0.10 -0.81
N -1.981 1.695 -2.419 -0.12 0.37 1.10
C -3.065 2.636 -2.040 0.88 1.26 0.38
C -4.056 2.035 -1.020 -0.77 0.37 -0.81
N -3.547 0.731 -0.585 -1.36 -1.61 -0.53
C -4.550 -0.232 0.032 1.07 1.00 0.80
C -5.012 -1.275 -0.934 -1.39 -1.50 -1.05
N -3.907 -1.911 -1.668 0.12 1.49 0.81
C -3.948 -3.075 -2.204 -1.75 -0.73 -0.23
C -5.206 -3.913 -2.362 -0.31 -0.06 0.29
C -2.757 -3.451 -2.915 1.64 -2.59 -0.44
C -2.387 -4.783 -3.335 1.26 2.17 -0.04
C -1.053 -5.008 -3.847 -1.41 0.64 0.92
C -0.231 -3.885 -3.929 1.10 1.49 -1.54
C -0.656 -2.564 -3.651 -1.73 -2.29 0.63
N -1.887 -2.423 -3.008 0.59 1.14 -0.07
H 1.554 -2.165 -5.087 -0.42 0.61 0.01
H 1.630 -0.390 -4.989 -0.26 -0.09 0.16
H 0.437 -1.160 -6.072 0.52 -0.05 0.60
H -0.148 1.259 -5.100 0.50 -0.44 -0.47
H 0.630 1.254 -3.450 -0.65 0.03 -0.56
H -2.173 2.062 -4.453 0.82 0.38 0.67
H -0.823 3.040 -3.593 -0.70 0.18 -0.12
H -1.251 1.901 -1.703 -0.05 -0.63 -0.21
H -3.585 3.037 -2.912 -0.02 -0.48 -0.06
H -2.506 3.520 -1.625 -0.76 -0.53 0.00
H -5.068 1.965 -1.519 1.21 -0.35 0.65
H -4.163 2.705 -0.165 -0.01 0.02 0.07
H -2.873 0.872 0.132 0.84 0.17 0.36
H -5.441 0.338 0.311 0.09 -0.07 0.40
H -4.030 -0.616 0.944 -0.63 -0.04 -0.68
H -5.698 -0.706 -1.639 0.77 -1.08 0.38
H -5.593 -2.122 -0.451 0.33 1.33 -0.15
H -5.832 -4.044 -1.393 1.28 -0.20 -1.66
H -4.913 -4.837 -2.934 -0.76 0.64 1.15
H -5.852 -3.344 -3.062 0.18 -0.19 0.36
H -3.095 -5.573 -3.268 -0.36 -0.53 0.01
H -0.693 -5.988 -4.196 -0.37 0.59 0.35
H 0.749 -3.947 -4.453 -0.73 -0.31 0.61
N 0.290 2.420 -0.799 -0.16 -0.38 -0.99
S 1.173 2.679 0.299 -1.21 0.75 1.14
N 2.204 1.545 0.906 0.06 -0.10 -0.13
S 1.767 0.437 1.889 0.47 -0.01 -0.03
N 0.494 -0.456 1.772 0.58 0.56 0.02
S 0.012 -1.288 0.392 -0.69 1.78 -1.53
N -0.808 -0.538 -0.581 0.38 -1.21 0.98
C 1.578 -1.873 -0.301 -0.57 0.77 0.27
C 2.143 -0.916 -1.148 -0.12 -2.26 0.59
C 3.309 -1.213 -1.774 1.44 -0.08 -0.87
C 3.950 -2.440 -1.531 0.73 0.75 0.02
C 3.402 -3.328 -0.609 0.77 -0.20 -1.20
C 2.191 -3.072 -0.008 -0.11 0.65 -0.46
C -0.715 -2.655 1.209 -0.06 -3.09 0.66
C -1.201 -3.728 0.399 -0.18 1.36 -0.98
C -1.796 -4.836 0.960 -0.07 -0.92 0.47
C -1.887 -4.987 2.355 0.29 1.06 -0.66
C -1.360 -3.992 3.167 0.90 0.24 -0.33
C -0.685 -2.900 2.597 -0.92 0.61 -1.05
C 3.269 -0.513 1.964 -0.52 0.08 0.33
C 4.408 -0.188 1.268 0.15 -0.72 0.07
C 5.513 -1.008 1.505 -0.41 0.02 -0.37
C 5.428 -2.132 2.289 0.04 -0.48 0.78
C 4.256 -2.411 2.997 0.93 -0.57 0.87
C 3.212 -1.548 2.892 -1.11 0.32 0.02
C 1.722 1.050 3.567 0.79 -0.04 1.07
C 2.932 1.464 4.167 -0.34 0.08 0.40
C 2.953 1.888 5.514 0.22 0.22 -0.90
C 1.779 1.850 6.239 0.15 -0.02 -0.70
C 0.628 1.398 5.646 -0.60 0.57 0.55
C 0.576 1.024 4.339 -0.15 -0.57 -1.14
C 2.286 4.057 0.073 -0.61 -0.35 -0.29
C 1.855 5.030 -0.800 -0.89 0.82 -0.93
C 2.604 6.189 -0.979 -0.09 0.47 -0.11
C 3.717 6.435 -0.188 0.59 -0.85 0.06
C 4.180 5.423 0.641 -1.48 -1.03 0.09
C 3.448 4.210 0.745 1.14 2.02 0.10
C 0.190 3.155 1.805 0.13 1.08 -0.78
C 0.500 4.254 2.601 -0.17 -0.52 1.00
C -0.429 4.628 3.615 2.22 0.78 -1.32
C -1.631 4.041 3.672 -1.18 -2.05 -0.14
C -1.961 2.961 2.844 -0.12 0.01 -0.87
C -1.076 2.551 1.858 0.45 -0.29 0.08
H 1.642 -0.049 -1.374 -1.26 2.04 -0.29
H 3.713 -0.451 -2.464 -0.01 -0.69 0.36
H 4.941 -2.631 -2.004 -1.03 -0.05 0.37
H 3.901 -4.276 -0.499 0.01 -0.19 0.37
H 1.718 -3.803 0.592 -0.37 -0.56 0.72
H -1.191 -3.650 -0.711 0.12 0.10 0.84
H -2.170 -5.667 0.336 0.24 0.72 0.18
H -2.367 -5.851 2.756 -0.21 -0.40 0.32
H -1.342 -4.054 4.247 -0.21 -0.21 -0.01
H -0.245 -2.124 3.185 0.17 0.14 0.61
H 4.451 0.598 0.534 -0.11 0.24 0.11
H 6.415 -0.771 1.009 0.89 0.14 -0.44
H 6.278 -2.789 2.474 -0.06 0.30 -0.33
H 4.257 -3.226 3.739 -0.15 0.39 -0.56
H 2.320 -1.603 3.523 0.28 -0.36 -0.24
H 3.862 1.429 3.619 0.04 0.12 -0.16
H 3.850 2.340 5.953 -0.23 -0.49 -0.30
H 1.668 2.219 7.221 0.43 0.31 1.02
H -0.276 1.489 6.213 -0.45 -0.31 0.16
H -0.346 0.701 3.899 -0.34 -0.10 -0.16
H 0.886 4.913 -1.300 0.53 -0.10 0.01
H 2.361 6.970 -1.706 -0.43 -0.47 0.26
H 4.263 7.364 -0.250 -0.05 0.08 -0.08
H 4.992 5.548 1.311 0.83 0.24 0.25
H 3.721 3.474 1.430 0.74 -1.12 1.01
H 1.469 4.760 2.536 -0.42 -0.18 -0.07
H -0.196 5.432 4.285 0.19 0.28 0.15
H -2.335 4.277 4.420 -0.67 0.60 0.76
H -2.953 2.514 2.910 0.25 0.04 0.05
H -1.259 1.756 1.115 -0.14 0.40 0.52
N -5.198 0.736 -3.558 -0.98 0.43 -0.43
C -4.153 0.253 -3.548 1.23 -0.75 0.49